Entry 1:
Below is a 6-piece molecular cluster, C8H25F3N8O7 overall, with properties calculated with ωB97M-V/def2-TZVPD.

## Properties
Gap between HOMO and LUMO: 0.3003 Ha
Highest occupied orbital energy: -7.81 eV
Multiplicity: 1

Element x y z (Å)
O 0.800 -24.155 7.056
H 1.646 -24.334 6.555
H 0.004 -24.533 6.562
H 0.717 -23.163 7.252
C -0.523 -20.670 7.198
O -0.733 -20.455 8.611
O 0.488 -21.542 7.042
C -1.947 -20.925 6.605
F -2.975 -20.144 6.944
F -1.886 -20.836 5.256
F -2.329 -22.188 6.952
C -0.964 -19.097 8.943
C -1.383 -19.023 10.429
H -2.136 -18.259 10.607
H -1.689 -20.020 10.748
H -0.510 -18.832 11.057
H -1.729 -18.582 8.360
H -0.006 -18.573 8.855
H -0.167 -19.831 6.579
C -2.164 -24.934 4.973
O -1.251 -25.128 5.785
N -2.086 -25.399 3.702
N -3.390 -24.403 5.270
H -1.256 -25.930 3.505
H -2.763 -25.099 3.029
H -3.568 -24.018 6.180
H -4.109 -24.986 4.874
C 0.169 -22.920 10.538
O 0.239 -23.758 11.456
N 0.552 -21.630 10.732
N -0.459 -23.111 9.347
H 0.840 -21.375 11.659
H 0.665 -21.044 9.921
H -0.882 -24.030 9.337
H -0.636 -22.426 8.634
C 4.426 -24.362 6.222
O 3.223 -24.607 6.312
N 5.232 -24.209 7.326
N 5.067 -24.367 5.027
H 4.669 -24.094 8.152
H 6.192 -24.014 7.129
H 6.068 -24.359 5.007
H 4.514 -24.529 4.207
C 0.067 -26.714 9.399
O -0.499 -25.877 8.692
N 0.738 -26.432 10.533
N 0.177 -28.006 8.969
H 0.701 -25.532 11.013
H 1.168 -27.212 10.991
H 0.609 -28.701 9.544
H -0.110 -28.224 8.035

Forces on the atoms, in the same order (eV/Å):
O 0.5259 -0.5918 -0.7104
H -0.2746 0.1836 0.4898
H 0.1028 0.3316 0.3921
H -0.5807 0.9547 -0.4504
C 1.6897 0.4182 -0.5484
O -0.7079 1.1763 -1.0460
O -1.3356 -1.3048 -0.0667
C 0.5987 -1.4899 -0.4205
F 0.2640 0.4814 0.5490
F 0.0289 -0.4224 0.1156
F -0.1634 -0.0701 -0.3516
C 0.2098 0.4447 1.4754
C 0.7211 -0.5175 -0.1834
H -0.0852 -0.0971 0.0758
H -0.5278 0.1608 -0.0824
H -0.0717 0.2826 -0.0182
H 0.1147 -0.3854 -0.4091
H -0.1249 0.2391 -0.4103
H -0.5319 1.1852 0.8333
C 0.3827 -0.7539 1.1248
O -0.3829 0.6202 -0.6890
N 0.2368 0.0077 0.4363
N -0.0427 -0.0800 -0.4633
H -0.1484 0.0979 -0.4662
H 0.2141 -0.1201 -0.3633
H 0.2711 -0.1314 0.1605
H -0.4410 0.3871 0.1341
C -1.2558 1.1330 -0.0063
O 0.1844 -0.0501 -0.6641
N 0.7532 -0.1600 0.3282
N 0.0726 -1.8135 1.5679
H 0.3216 0.0299 -0.1763
H -0.1553 0.1887 0.2304
H 0.1482 -0.0094 -0.7898
H 0.2144 0.0653 0.4519
C -0.0035 -0.9693 0.3312
O 0.4214 0.4290 -0.1177
N -1.5018 -0.2999 -1.6303
N -0.0248 0.2570 0.2724
H 0.8232 0.1912 0.4964
H 0.2134 0.3708 0.9845
H 0.0223 0.0287 -0.4137
H 0.1441 -0.0662 -0.0946
C 0.0937 1.1915 -1.2335
O -0.2129 -0.7065 0.6992
N 0.2125 -0.4983 0.5541
N -0.0325 -0.4655 0.2688
H -0.4277 0.1676 -0.3146
H 0.1196 0.1439 0.2816
H 0.0417 -0.1827 -0.1697
H -0.1134 0.0183 0.0366

Entry 2:
Below is C10H21CoN2O3P as an isolated structure, with properties calculated with ωB97M-V/def2-TZVPD.

## Properties
Gap between HOMO and LUMO (spin up / spin down): 0.3075 / 0.2991 Ha
Highest occupied orbital energy (spin up / spin down): -8.43 / -8.14 eV
Multiplicity: 2
Expectation value of S²: 1.15

Element x y z (Å)
Co 1.343 0.145 -0.021
N 1.593 2.187 0.082
C 1.722 2.482 1.530
C 2.538 1.341 2.172
O 3.359 1.565 3.049
N 2.178 0.157 1.652
C 2.953 -1.045 1.886
C 3.125 -1.814 0.559
O 3.846 -2.777 0.475
O 2.404 -1.330 -0.433
H 2.518 2.278 -0.332
H 0.999 2.857 -0.392
H 0.721 2.489 1.963
H 2.204 3.438 1.730
H 2.423 -1.730 2.556
H 3.916 -0.831 2.352
C -2.155 2.119 -0.957
C -1.942 0.822 -1.732
P -0.808 -0.366 -0.910
C -1.786 -1.103 0.459
C -1.663 -0.336 1.775
C -0.634 -1.724 -2.129
C -1.918 -2.377 -2.626
H -2.778 2.810 -1.526
H -1.209 2.619 -0.746
H -2.651 1.939 -0.004
H -1.503 1.029 -2.712
H -2.904 0.337 -1.916
H -1.394 -2.116 0.583
H -2.831 -1.206 0.154
H -0.613 -0.195 2.041
H -2.145 -0.887 2.583
H -2.135 0.645 1.723
H 0.027 -2.451 -1.650
H -0.057 -1.314 -2.963
H -2.513 -2.770 -1.800
H -1.689 -3.211 -3.289
H -2.538 -1.676 -3.186

Forces on the atoms, in the same order (eV/Å):
Co 0.1008 0.5574 -0.5227
N -0.1545 0.0150 0.1629
C 0.1222 -0.0675 0.0911
C -0.2224 0.0444 0.1828
O -0.0145 0.0344 -0.0461
N 0.0809 -0.0488 -0.3479
C -0.0070 -0.2422 0.0634
C -0.0416 0.3984 0.3290
O 0.0902 -0.1691 -0.0437
O -0.4230 -0.4850 0.0341
H -0.0533 0.0464 -0.0796
H -0.0581 -0.0072 0.0810
H 0.0127 0.0117 0.0260
H 0.0377 -0.0225 -0.0158
H 0.0187 0.0444 0.0712
H 0.0449 -0.0021 -0.1251
C -0.0024 0.0134 0.0211
C 0.0854 -0.0018 -0.0121
P 0.3439 -0.1682 0.0528
C -0.0010 -0.0168 -0.0583
C 0.0275 -0.0262 0.0359
C 0.0117 0.0436 0.0422
C -0.0610 0.0263 0.0353
H 0.0020 0.0052 -0.0018
H -0.0031 -0.0059 -0.0060
H -0.0115 0.0037 -0.0023
H -0.0003 0.0297 0.0107
H 0.0370 -0.0629 0.0147
H 0.0299 0.0169 0.0126
H 0.0075 0.0216 -0.0175
H -0.0233 -0.0074 0.0208
H -0.0055 0.0007 0.0061
H 0.0097 0.0134 -0.0150
H 0.0118 0.0194 -0.0002
H 0.0064 -0.0032 0.0054
H -0.0044 -0.0042 -0.0070
H 0.0165 -0.0020 -0.0054
H -0.0108 -0.0033 0.0076

Entry 3:
Below is C36H37As3N2O6PdS2 as an isolated structure, with properties calculated with ωB97M-V/def2-TZVPD.

## Properties
Gap between HOMO and LUMO: 0.2008 Ha
Highest occupied orbital energy: -1.39 eV
Multiplicity: 1
Charge: -2

Element x y z (Å)
Pd -0.620 0.685 1.518
C 0.363 0.947 -2.357
C 1.153 -0.195 -1.726
As 0.278 -0.821 -0.063
C -0.583 -2.462 -0.704
C 0.045 -3.415 -1.501
C -0.639 -4.549 -1.919
C -1.964 -4.734 -1.545
C -2.600 -3.784 -0.756
C -1.911 -2.653 -0.336
C 1.853 -1.597 0.819
C 2.790 -0.677 1.295
C 3.883 -1.095 2.038
C 4.048 -2.443 2.340
C 3.109 -3.362 1.893
C 2.019 -2.941 1.136
As -1.484 0.428 -2.824
C -0.957 -0.832 -4.269
C -0.065 -0.505 -5.292
C 0.284 -1.430 -6.263
C -0.258 -2.712 -6.230
C -1.140 -3.055 -5.218
C -1.483 -2.120 -4.246
C -1.874 1.928 -4.028
C -1.435 3.217 -3.730
C -1.765 4.277 -4.566
C -2.544 4.071 -5.696
C -3.002 2.793 -5.987
C -2.670 1.732 -5.155
H 0.863 1.322 -3.254
H 0.249 1.771 -1.652
H 2.141 0.158 -1.420
H 1.295 -1.027 -2.421
H 1.077 -3.272 -1.804
H -0.142 -5.280 -2.545
H -2.502 -5.616 -1.873
H -3.634 -3.921 -0.464
H -2.401 -1.903 0.277
H 2.633 0.383 1.122
H 4.591 -0.362 2.406
H 4.893 -2.771 2.934
H 3.215 -4.411 2.143
H 1.280 -3.666 0.819
H 0.351 0.496 -5.335
H 0.977 -1.154 -7.049
H 0.013 -3.437 -6.989
H -1.561 -4.053 -5.174
H -2.163 -2.402 -3.449
H -0.855 3.413 -2.835
H -1.416 5.271 -4.314
H -2.804 4.903 -6.341
H -3.621 2.619 -6.860
H -3.030 0.738 -5.396
O -2.796 4.126 3.493
As -2.262 2.444 3.368
O -2.058 1.946 4.949
O -3.206 1.575 2.348
C -0.447 2.539 2.627
C 0.596 2.403 3.585
C 1.921 2.556 3.269
C 2.289 2.852 1.941
C 1.320 2.986 0.981
C -0.067 2.831 1.273
S -1.181 3.570 0.032
O -0.274 4.308 -0.854
O -2.060 4.445 0.798
O -1.862 2.492 -0.670
H -2.794 4.436 2.565
H 0.285 2.235 4.607
H 2.678 2.473 4.043
H 3.332 2.997 1.678
H 1.582 3.281 -0.026
S -1.157 -1.382 3.103
C -0.131 -0.974 4.392
N 1.107 -1.538 4.457
C 2.138 -0.988 5.314
C 1.505 -0.693 6.662
C 0.347 0.269 6.455
N -0.511 -0.147 5.360
H 1.378 -2.011 3.608
H 2.562 -0.071 4.885
H 2.942 -1.721 5.399
H 2.233 -0.256 7.349
H 1.146 -1.631 7.096
H 0.733 1.276 6.263
H -0.265 0.339 7.358
H -1.302 0.535 5.136

Forces on the atoms, in the same order (eV/Å):
Pd -0.0379 0.0183 0.0904
C -0.0055 -0.0256 0.0397
C -0.0019 -0.0209 -0.0077
As 0.0876 0.0230 -0.1232
C -0.0050 0.0066 -0.0099
C -0.0014 0.0051 0.0002
C -0.0038 -0.0110 0.0073
C 0.0017 0.0057 -0.0015
C 0.0023 0.0095 -0.0081
C -0.0090 -0.0116 0.0081
C 0.0094 0.0016 -0.0036
C 0.0017 0.0059 -0.0191
C -0.0007 -0.0042 0.0135
C -0.0039 0.0048 0.0111
C -0.0052 -0.0004 -0.0091
C -0.0094 0.0115 0.0228
As 0.0330 0.0120 -0.0723
C 0.0087 0.0052 0.0240
C -0.0307 0.0404 -0.0001
C -0.0078 -0.0187 -0.0022
C 0.0136 0.0068 0.0061
C -0.0088 0.0053 0.0081
C -0.0213 0.0056 -0.0074
C -0.0186 0.0423 0.0454
C 0.0619 -0.0416 -0.0159
C -0.0041 0.0102 -0.0033
C 0.0017 0.0068 0.0177
C 0.0063 -0.0300 -0.0073
C 0.0266 0.0009 0.0053
H -0.0059 0.0079 0.0012
H 0.0214 -0.0245 -0.0241
H 0.0063 -0.0002 -0.0053
H 0.0046 0.0067 0.0055
H 0.0018 -0.0047 0.0039
H -0.0009 0.0010 0.0009
H -0.0007 -0.0013 -0.0005
H -0.0011 0.0001 -0.0006
H -0.0001 -0.0012 -0.0012
H -0.0074 -0.0023 0.0069
H 0.0012 0.0003 -0.0020
H 0.0005 0.0002 -0.0012
H 0.0004 -0.0004 -0.0001
H -0.0115 -0.0119 -0.0088
H -0.0072 0.0001 -0.0037
H -0.0021 0.0005 -0.0008
H 0.0003 0.0000 0.0012
H 0.0053 -0.0040 -0.0011
H 0.0067 0.0044 0.0076
H -0.0419 0.0178 0.0022
H -0.0079 0.0012 0.0039
H 0.0013 0.0003 0.0020
H 0.0018 0.0026 0.0000
H 0.0019 -0.0338 -0.0013
O -0.0588 0.0071 -0.1029
As 0.0525 0.0057 -0.0108
O 0.0109 -0.0417 0.0026
O -0.0356 0.0357 0.0102
C -0.0196 0.0354 -0.0478
C 0.0292 0.0689 0.0338
C -0.0109 0.0073 -0.0356
C -0.0522 -0.0099 0.0214
C 0.0743 0.0126 0.0527
C -0.0283 -0.1779 0.0109
S -0.0242 0.0529 0.0117
O -0.0078 -0.0045 -0.0282
O -0.0177 -0.0188 0.0186
O -0.0283 -0.0064 0.0077
H 0.0672 -0.0012 0.0764
H 0.0076 0.0265 -0.0335
H 0.0026 0.0040 0.0009
H 0.0016 0.0004 0.0018
H -0.0029 -0.0123 0.0009
S -0.0214 -0.0164 -0.0214
C 0.0055 0.0370 0.0329
N 0.0055 -0.0185 0.0027
C 0.0090 0.0077 -0.0123
C -0.0032 -0.0038 -0.0033
C -0.0014 0.0120 0.0271
N -0.0334 0.0185 -0.0771
H 0.0003 0.0063 -0.0144
H -0.0052 -0.0049 0.0010
H -0.0001 -0.0053 0.0018
H 0.0002 0.0009 -0.0046
H 0.0005 -0.0003 0.0045
H -0.0009 -0.0128 0.0054
H -0.0053 -0.0009 -0.0053
H 0.0441 -0.0251 0.0787

| no. | total energy (eV) |
| --- | --- |
| 1 | -43110.1938 |
| 2 | -66750.1225 |
| 3 | -260866.8254 |